C16H15ClTm | the ωB97M-V functional and the def2-TZVPD basis

Geometry (Å):
C 2.107 -2.174 1.517
C 2.171 -2.316 0.096
C 0.834 -2.400 -0.409
H 3.092 -2.458 -0.455
C -0.059 -2.341 0.716
C 0.730 -2.177 1.901
H 0.357 -2.075 2.928
H 2.946 -2.134 2.217
H 0.545 -2.594 -1.436
H -1.144 -2.351 0.709
Tm 1.024 -0.249 0.584
Cl 3.341 0.654 1.101
C 1.245 2.318 -3.226
C 0.015 1.677 -3.567
C 0.325 0.453 -4.233
H -0.981 2.077 -3.400
C 1.747 0.336 -4.302
C 2.315 1.489 -3.680
H 3.375 1.718 -3.612
H 1.349 3.290 -2.752
H -0.391 -0.243 -4.659
H 2.297 -0.464 -4.788
C -3.499 1.220 3.150
C -2.427 0.709 3.901
C -1.192 0.397 3.262
C -1.079 0.569 1.901
C -2.129 1.002 1.121
C -3.348 1.363 1.760
H -4.452 1.466 3.642
H -2.532 0.511 4.976
H -0.356 -0.004 3.857
H -2.041 1.018 0.026
H -4.185 1.714 1.154

Forces on the atoms, in the same order (eV/Å):
-0.5 -1.3 0.0
-0.4 -1.0 0.6
0.0 -1.3 1.0
-0.2 0.4 -0.1
0.5 -0.9 0.2
0.2 -1.2 -0.1
0.1 0.0 -0.7
-0.3 0.2 -0.5
0.1 0.3 0.1
0.2 0.1 -0.2
-0.2 5.1 -0.3
-0.5 0.1 0.0
0.1 -0.7 -0.2
0.6 -0.4 0.0
0.6 0.4 0.3
0.1 0.0 0.0
-0.5 0.7 0.4
-0.8 -0.2 -0.1
-0.2 0.0 0.1
0.0 -0.1 0.0
0.1 0.1 0.1
-0.1 0.1 0.1
0.4 -0.2 -0.2
0.7 -0.3 -0.2
-1.7 0.4 1.2
3.1 -1.1 -1.6
-1.8 0.5 0.9
0.4 -0.3 -0.4
0.5 -0.1 -0.3
-0.1 0.2 -0.4
-0.5 0.3 -0.2
-0.2 0.3 0.4
0.1 0.0 0.2

Summary:
- expectation value of S² = 2.00
- 2S+1 = 3
- net charge = -1
- LUMO energy (spin up / spin down) (eV) = 2.43 / 2.44
- strongest force on any atom (eV/A) = 5.10
- DFT total energy (eV) = -58887.24179